DFT (ωB97M-V/def2-TZVPD) results for a cluster of 8 separate species, C35H83BN8O13PSSi in total at a distorted geometry.

Structure (ORCA input):
```
! RIJCOSX wB97M-V def2-TZVPD def2/J DEFGRID3
* xyz -1 1
S -4.95869 3.38026 0.61305
P -2.43400 1.45365 -1.54718
Si 1.24968 -1.71066 -3.05182
O -2.73165 -8.55836 -8.79321
O -5.82454 4.42692 1.29972
O 4.43884 3.08058 -1.38140
O 2.26695 -5.10196 -5.29320
O 5.02844 -2.59350 3.88276
O -2.19780 -0.58237 5.08689
O 0.65820 -2.96726 7.77538
O -5.86393 2.84996 -0.69947
O -3.25388 10.05672 0.05904
O -3.70137 4.11940 0.19074
O 2.19368 1.70461 3.84238
O -0.33734 -1.60688 -2.39801
O 2.26190 3.56165 2.54416
N -3.47607 -7.26809 -7.04548
N -4.88915 8.45773 0.20272
N 5.79021 2.56428 -3.15758
N -3.65972 1.07267 5.70143
N 0.94611 -0.88379 6.86450
N 4.91701 -2.25785 6.14575
N 1.96372 -6.18808 -7.28453
N -1.95746 0.94345 -3.00986
C 3.37395 5.53403 1.48767
C 2.20174 2.15864 2.67221
C 4.99436 -3.02095 5.01997
C -4.79507 0.41141 5.08845
C -2.43477 0.47935 5.63085
C -4.65439 2.07135 1.87625
C 0.96764 -7.08582 -6.73323
C -3.86273 2.34203 6.36890
C 2.32503 -6.31197 -8.68151
C -2.43787 0.78068 1.39643
C -0.36541 -1.77942 -0.95658
C 6.28949 1.54957 -4.06225
C -5.22822 7.04656 0.25679
C 2.28397 -0.10766 -2.93464
C -3.98254 -5.98473 -6.59960
C 4.88091 -2.84267 7.47036
C 3.04600 3.97223 1.38443
C -4.04223 0.69395 1.32087
C -0.13755 1.14693 0.13973
C 4.89545 2.27635 -2.17099
C 1.01902 -2.05741 -4.94735
C -3.60268 8.88987 0.10825
C 1.25923 -0.28112 8.14396
C -3.30007 -8.32826 -6.07327
C -5.95472 9.43815 0.25080
C -1.64938 -1.15111 -0.24127
C 0.58970 0.54116 1.42593
C 2.52891 -5.25434 -6.46968
C 2.11819 1.12428 1.46756
C 4.86887 -0.81394 6.01343
C 2.31137 -3.14910 -2.37830
C 0.93994 -0.04797 5.67701
C 6.25633 3.92910 -3.30569
C -3.16034 -7.50837 -8.35170
C 0.66779 -2.21436 6.81552
B -1.65857 0.48529 -0.06316
H 3.94911 5.82019 0.54455
H 0.44353 -2.57089 5.79793
H 6.73988 4.24590 -2.37837
H 0.12098 0.89517 2.41422
H -5.60507 1.89675 2.48324
H 2.79783 0.22706 1.60480
H -3.89644 2.51569 2.61445
H 5.40081 4.58202 -3.49460
H 3.27152 -4.62298 -6.98458
H 2.06734 0.60538 -3.81058
H 2.13772 -0.77436 8.56861
H 6.03015 1.82612 -5.08752
H 2.36152 3.81553 0.47194
H 5.76770 -0.47248 5.49435
H 1.43463 -6.15637 -9.29603
H -2.87201 8.06573 0.07871
H 1.92835 0.39148 5.54973
H 0.41564 -0.42357 8.82441
H -5.80558 10.08867 1.11633
H -4.25542 3.06538 5.64955
H -2.07912 -0.05289 2.10618
H 4.80847 -0.34039 6.99387
H 0.60522 -7.77469 -7.49698
H -4.60015 0.27973 4.02133
H -1.46406 1.71955 -3.48795
H -0.42324 -2.92055 -0.77708
H -4.58268 2.20782 7.18063
H -6.92393 8.94457 0.32574
H 2.29393 1.59048 0.44236
H -4.33375 6.42605 0.21198
H -1.64402 1.06344 6.12738
H 3.99476 -0.54038 5.41787
H -2.03053 1.75420 1.82526
H 2.72048 -7.31516 -8.86069
H -4.92601 -0.57313 5.54396
H 2.47568 -3.01237 -1.26108
H 4.60751 1.21437 -2.14580
H 5.73658 -2.47798 8.04530
H -2.00853 2.81788 -1.40436
H -3.91272 -9.18424 -6.36619
H -4.35504 -0.11218 2.08269
H -4.97019 -6.12606 -6.15362
H 6.96384 4.00351 -4.13201
H -2.54975 -1.42665 -0.90311
H 3.35550 -3.12388 -2.86339
H 0.41642 0.99288 -0.84183
H 1.37174 -1.15696 -5.55674
H -5.39628 3.25180 -1.47288
H -3.89085 1.37569 -1.56332
H 1.41282 -7.65066 -5.91061
H -5.70123 1.00246 5.22580
H 0.55783 -0.59641 1.46246
H 2.22447 0.43903 -1.94100
H 1.86441 -4.16904 -2.59664
H 0.68947 -0.62884 4.78943
H -1.79457 -1.73317 0.73445
H 3.96410 3.32001 1.20147
H -5.75716 6.84314 1.18904
H 3.08155 -5.57556 -8.95589
H 4.92363 -3.93133 7.41794
H -3.30109 -5.57177 -5.85193
H -4.45807 0.35497 0.32248
H -2.92638 2.72064 6.78086
H 2.38318 6.10104 1.53936
H 1.45880 0.78425 8.02501
H 0.13343 -6.49677 -6.34417
H -5.87525 6.80384 -0.59034
H 1.60324 -2.98805 -5.28527
H 0.20200 0.74447 5.80605
H 3.98570 5.73034 2.43429
H 5.02518 -4.10223 5.23284
H 7.37674 1.48802 -3.96526
H -5.92229 10.04884 -0.65509
H -0.33544 2.26016 0.36530
H 5.85476 0.57549 -3.83443
H -4.06381 -5.28597 -7.43307
H 3.38707 -0.42718 -3.05398
H -3.59196 -7.99097 -5.07865
H -3.33245 -6.63596 -9.00297
H 0.63719 -1.45152 -0.52738
H -2.25120 -8.63428 -6.06444
H 3.95395 -2.54476 7.96734
H -0.08068 -2.21205 -5.19466
*
```

Lowest unoccupied orbital energy (eV): 1.93
Strongest force on any atom (eV/A): 6.8
DFT total energy (eV): -104856.393
Kohn-Sham gap (eV): 6.0

DFT (ωB97M-V/def2-TZVPD) results for a cluster of 2 separate species, C9H14N3O in total at a distorted geometry.

Structure (ORCA input):
```
! RIJCOSX wB97M-V def2-TZVPD def2/J DEFGRID3
* xyz 1 1
O 2.37656 -3.34762 0.49851
N 1.84652 -2.39164 -0.46840
N 2.44749 -0.51671 0.68589
N -1.31444 -0.11870 -0.18724
C -2.69900 -1.87956 -0.40423
C -0.14637 2.01166 0.29150
C -0.54059 0.82863 -0.57563
C -0.29025 3.32400 -0.50492
C -2.55219 -1.61189 1.00075
C 1.10258 2.90351 -0.07493
C 1.78504 -1.14746 -0.25955
C -1.95464 -0.99407 -1.08793
C -1.75492 -0.47457 1.03218
H 2.77044 -0.89705 1.51899
H -3.34689 -2.72979 -0.74361
H -1.23363 -0.03598 1.83961
H 1.24695 -2.86226 -1.08022
H -0.63909 4.25058 0.15328
H 2.71197 0.38281 0.46597
H -0.59047 3.51517 -1.52141
H 1.56626 3.47718 0.71492
H 1.92553 2.53171 -0.64896
H -3.06186 -2.20592 1.79789
H -1.73829 -1.11456 -2.10279
H 3.17916 -3.80881 0.17313
H -0.43219 0.92755 -1.74131
H -0.66370 1.98380 1.22849
*
```

Lowest unoccupied orbital energy (eV): -4.89
Strongest force on any atom (eV/A): 4.3
DFT total energy (eV): -16065.241
Kohn-Sham gap (eV): 6.7
Energy relative to the best compared isomer or geometry (same formula, charge and spin) (kcal/mol): 104.1

DFT (ωB97M-V/def2-TZVPD) results for a structure of composition C27H25N5ORuSSi at a distorted geometry.

Structure (ORCA input):
```
! RIJCOSX wB97M-V def2-TZVPD def2/J DEFGRID3
* xyz 1 2
Ru 0.12752 1.03381 0.37834
S 0.75811 2.08560 2.53737
Si -0.04989 0.41443 -1.94249
O -1.92609 -2.12672 2.26326
N -0.48926 -0.66468 1.07219
N 2.23647 -0.32084 2.56422
N 1.27389 0.26291 4.42160
N 2.37069 0.61522 0.41700
N -1.74116 1.91615 0.33219
C -2.87546 1.34963 0.75672
C 3.74961 -1.26676 0.90892
C 2.78440 -0.33324 1.25563
C -2.69957 1.01178 -2.76560
C -2.85887 4.01928 0.21118
C 1.46333 0.65243 3.14646
C -1.88204 0.06683 -2.14199
C 1.12879 -2.17870 -1.62542
C 3.00764 0.73722 -0.75490
C 2.49021 -1.31450 3.50883
C 2.73876 -3.14478 -3.12927
C -2.47538 -1.09092 -1.63457
C -4.06987 0.81407 -2.86749
C 1.06010 -1.02289 -2.40698
C -4.03102 3.43470 0.66775
C 2.68239 -2.00354 -3.91854
C -3.84259 -1.29569 -1.73889
C 4.02422 -0.09819 -1.15960
C -1.22463 -1.37876 1.68055
C 4.36163 -1.15084 -0.32641
C -4.64325 -0.33971 -2.35182
C 1.95861 -3.23199 -1.98377
C -1.74106 3.22682 0.06126
C 1.89044 -0.95015 4.64890
C -4.03735 2.07742 0.93678
C 1.84900 -0.95498 -3.55880
C 0.45230 0.96693 5.39618
H 5.10837 -1.87337 -0.62570
H 1.99262 -4.12512 -1.37209
H -4.92389 4.02938 0.80446
H 4.50325 0.04754 -2.11555
H 4.04658 -2.05889 1.57605
H -4.28384 -2.20220 -1.34482
H 2.66812 1.54639 -1.39049
H 3.27986 -1.93623 -4.81882
H 0.80207 0.70316 6.39053
H 0.30219 1.55994 -2.83593
H -5.71021 -0.50007 -2.43642
H -2.80503 5.07179 -0.02601
H 0.54289 -2.24979 -0.71496
H 3.37969 -3.96953 -3.41343
H -4.68792 1.55444 -3.35923
H 3.06174 -2.19546 3.29726
H -0.59191 0.67919 5.28038
H -2.26474 1.91688 -3.17679
H 1.80902 -0.07260 -4.18862
H 0.54958 2.03736 5.24733
H -1.86636 -1.84368 -1.14631
H -0.80567 3.64447 -0.29986
H -4.92910 1.57466 1.28199
H 1.84895 -1.44015 5.60473
H -2.84693 0.28452 0.92351
*
```

Lowest unoccupied orbital energy (alpha / beta) (eV): -3.37 / -3.89
Strongest force on any atom (eV/A): 1.0
DFT total energy (eV): -59193.030
Kohn-Sham gap (alpha / beta) (eV): 7.2 / 6.9
Energy relative to the best compared isomer or geometry (same formula, charge and spin) (kcal/mol): 23.5

DFT (ωB97M-V/def2-TZVPD) results for a structure of composition C10H10N3 at a distorted geometry.

Structure (ORCA input):
```
! RIJCOSX wB97M-V def2-TZVPD def2/J DEFGRID3
* xyz 1 1
N 1.14896 2.33100 0.93379
N 1.35917 0.29131 -0.01145
N 3.11646 -0.99977 -1.22468
C 1.63953 0.08721 1.46507
C -2.39727 0.21946 -1.38548
C 1.24958 1.76100 -0.16265
C -1.13941 0.61361 -0.84940
C 2.34170 -0.31746 -0.72553
C -0.58594 -1.74264 -0.40266
C -1.84280 -2.06619 -0.84116
C -2.71388 -1.11005 -1.26932
C 1.12854 1.44627 2.06216
C -0.35494 -0.42928 -0.54965
H -0.82724 1.67236 -0.72610
H 0.12446 1.35661 2.30060
H 1.09514 -0.72807 1.87049
H 2.67433 -0.20517 1.60119
H -2.32932 -3.00773 -0.97817
H 1.05400 2.04014 -1.09310
H -3.13714 1.06769 -1.43758
H 0.19901 -2.41205 0.07398
H -3.64671 -1.46670 -1.59048
H 1.84377 1.59844 2.94013
*
```

Lowest unoccupied orbital energy (eV): -4.60
Strongest force on any atom (eV/A): 4.8
DFT total energy (eV): -14990.864
Kohn-Sham gap (eV): 9.8
Energy relative to the best compared isomer or geometry (same formula, charge and spin) (kcal/mol): 69.0

Copy entry 2 word for word.
DFT (ωB97M-V/def2-TZVPD) results for a cluster of 2 separate species, C9H14N3O in total at a distorted geometry.

Structure (ORCA input):
```
! RIJCOSX wB97M-V def2-TZVPD def2/J DEFGRID3
* xyz 1 1
O 2.37656 -3.34762 0.49851
N 1.84652 -2.39164 -0.46840
N 2.44749 -0.51671 0.68589
N -1.31444 -0.11870 -0.18724
C -2.69900 -1.87956 -0.40423
C -0.14637 2.01166 0.29150
C -0.54059 0.82863 -0.57563
C -0.29025 3.32400 -0.50492
C -2.55219 -1.61189 1.00075
C 1.10258 2.90351 -0.07493
C 1.78504 -1.14746 -0.25955
C -1.95464 -0.99407 -1.08793
C -1.75492 -0.47457 1.03218
H 2.77044 -0.89705 1.51899
H -3.34689 -2.72979 -0.74361
H -1.23363 -0.03598 1.83961
H 1.24695 -2.86226 -1.08022
H -0.63909 4.25058 0.15328
H 2.71197 0.38281 0.46597
H -0.59047 3.51517 -1.52141
H 1.56626 3.47718 0.71492
H 1.92553 2.53171 -0.64896
H -3.06186 -2.20592 1.79789
H -1.73829 -1.11456 -2.10279
H 3.17916 -3.80881 0.17313
H -0.43219 0.92755 -1.74131
H -0.66370 1.98380 1.22849
*
```

Lowest unoccupied orbital energy (eV): -4.89
Strongest force on any atom (eV/A): 4.3
DFT total energy (eV): -16065.241
Kohn-Sham gap (eV): 6.7
Energy relative to the best compared isomer or geometry (same formula, charge and spin) (kcal/mol): 104.1

Question: DFT total energy of number 1 (C35H83BN8O13PSSi)?
Answer: -104856.393 eV

Repeat the fourth record exactly.
DFT (ωB97M-V/def2-TZVPD) results for a structure of composition C10H10N3 at a distorted geometry.

Structure (ORCA input):
```
! RIJCOSX wB97M-V def2-TZVPD def2/J DEFGRID3
* xyz 1 1
N 1.14896 2.33100 0.93379
N 1.35917 0.29131 -0.01145
N 3.11646 -0.99977 -1.22468
C 1.63953 0.08721 1.46507
C -2.39727 0.21946 -1.38548
C 1.24958 1.76100 -0.16265
C -1.13941 0.61361 -0.84940
C 2.34170 -0.31746 -0.72553
C -0.58594 -1.74264 -0.40266
C -1.84280 -2.06619 -0.84116
C -2.71388 -1.11005 -1.26932
C 1.12854 1.44627 2.06216
C -0.35494 -0.42928 -0.54965
H -0.82724 1.67236 -0.72610
H 0.12446 1.35661 2.30060
H 1.09514 -0.72807 1.87049
H 2.67433 -0.20517 1.60119
H -2.32932 -3.00773 -0.97817
H 1.05400 2.04014 -1.09310
H -3.13714 1.06769 -1.43758
H 0.19901 -2.41205 0.07398
H -3.64671 -1.46670 -1.59048
H 1.84377 1.59844 2.94013
*
```

Lowest unoccupied orbital energy (eV): -4.60
Strongest force on any atom (eV/A): 4.8
DFT total energy (eV): -14990.864
Kohn-Sham gap (eV): 9.8
Energy relative to the best compared isomer or geometry (same formula, charge and spin) (kcal/mol): 69.0

Question: strongest force on any atom of number 2 (C9H14N3O)?
Answer: 4.3 eV/A